Entry 1:
A molecular structure, C20H29LuN2S at a distorted geometry, computed with wB97M-V/def2-TZVPD.

The geometry in ORCA input format:
```
! RIJCOSX wB97M-V def2-TZVPD def2/J DEFGRID3
* xyz 2 1
C -1.9301 0.3615 -2.3362
H -2.6018 -0.2611 -2.9864
H -1.8283 1.3417 -2.8261
H -2.4441 0.5744 -1.3905
C -0.5263 -0.3064 -2.2698
H 0.2542 0.3460 -1.8113
H -0.4369 -1.2109 -1.6539
C -0.1681 -0.5487 -3.7426
H 0.6884 -1.2096 -3.8960
H -1.0256 -0.9604 -4.2768
H 0.0491 0.4059 -4.2203
C 2.0620 1.4992 1.5893
C 2.5661 1.2063 0.2685
C 1.7069 1.8769 -0.6697
C 0.6556 2.5154 0.0541
C 0.8742 2.3100 1.4400
C 0.0371 2.9306 2.5112
C -0.3758 3.4165 -0.5355
C 1.9982 2.1477 -2.1083
C 3.7838 0.4118 -0.0697
C 2.6579 1.0733 2.8793
Lu 0.5244 0.1555 0.6007
H -1.3044 3.4459 0.0525
H 0.0024 4.4537 -0.5726
H -0.6428 3.1511 -1.5709
H -0.9956 3.0941 2.1597
H 0.0046 2.3425 3.4424
H 0.4099 3.9340 2.7888
H 3.4024 0.2693 2.7607
H 3.1822 1.9389 3.3095
H 1.9139 0.7436 3.6238
H 3.8121 0.1317 -1.1335
H 4.6631 1.0461 0.1258
H 3.9045 -0.5201 0.5104
H 1.0953 2.1512 -2.7354
H 2.4477 3.1524 -2.2080
H 2.6959 1.4260 -2.5565
N -0.4418 -0.3993 2.9742
C -0.9136 -1.6109 2.3688
N -1.0000 -1.6444 1.0493
C -1.6387 -2.8180 0.5852
C -2.0945 -3.0838 -0.7052
C -2.8202 -4.2524 -0.9193
C -3.1100 -5.1287 0.1369
C -2.6543 -4.8422 1.4403
C -1.9522 -3.6664 1.6538
S -1.5499 -2.9505 3.2335
H -0.2279 -0.4933 3.9752
H -1.0707 0.4100 2.8150
H -1.9123 -2.3704 -1.4996
H -3.1800 -4.4739 -1.9050
H -3.6974 -6.0233 -0.0336
H -2.8486 -5.4884 2.2839
*
```

## Properties
Max |F|   3.575 eV/Å
Orbital gap   7.76 eV
Molecular weight   504.5 g/mol
E_HOMO   -15.0 eV
E_tot   -68633.0590 eV
Lowest unoccupied orbital energy   -7.2 eV


Entry 2:
A molecular structure, C20H29N2O5P2PtS4, computed with wB97M-V/def2-TZVPD.

The geometry in ORCA input format:
```
! RIJCOSX wB97M-V def2-TZVPD def2/J DEFGRID3
* xyz -1 1
Pt -0.3007 -0.5678 -0.9265
C 2.9651 -1.3332 -0.9302
P 1.6779 -0.7442 0.2263
C 2.5284 0.6946 0.9531
C 1.8402 -2.0232 1.5397
C 2.5657 -1.7995 2.7085
C 2.7660 -2.8207 3.6249
C 2.2549 -4.0852 3.3739
C 1.5200 -4.3088 2.2204
C 1.2892 -3.2895 1.3004
P 0.1723 -3.4890 -0.1578
C 1.0129 -4.7995 -1.1280
C -1.1768 -4.4558 0.6079
H 3.8405 -1.6790 -0.3787
H 3.2324 -0.5109 -1.5945
H 2.5650 -2.1390 -1.5438
H 3.5428 0.4370 1.2623
H 1.9701 1.0856 1.8038
H 2.5860 1.4756 0.1961
H 2.9799 -0.8234 2.9188
H 3.3216 -2.6262 4.5338
H 2.4104 -4.8895 4.0824
H 1.0997 -5.2916 2.0415
H 1.1592 -5.7124 -0.5451
H 1.9829 -4.4471 -1.4807
H 0.3832 -5.0172 -1.9911
H -0.8209 -5.4013 1.0259
H -1.9188 -4.6482 -0.1614
H -1.6366 -3.8498 1.3868
O 1.3143 6.9482 0.5977
C 2.0690 6.3741 -0.3766
O 2.9905 6.9921 -0.8399
C 1.6844 5.0033 -0.8006
C 2.2614 4.4941 -1.9670
C 1.9500 3.2273 -2.4112
C 1.0473 2.4137 -1.7032
S 0.6932 0.8574 -2.4153
C 0.4761 2.9200 -0.5352
C 0.7948 4.1931 -0.0965
H 0.5741 6.3677 0.8101
H 2.9636 5.1125 -2.5101
H 2.4081 2.8434 -3.3144
H -0.2164 2.3039 0.0267
H 0.3413 4.5157 0.8372
O -2.0224 -3.6776 -2.2993
S -2.7189 -2.4695 -1.8828
O -2.4562 -2.1630 -0.4458
O -4.1309 -2.4492 -2.2173
S -1.8260 -0.7911 -2.7085
C -3.0856 3.6400 0.7096
N -3.7890 2.4536 0.2733
C -3.2890 1.1971 0.4042
S -1.8730 0.8758 1.2799
N -3.9763 0.2272 -0.1866
C -5.1003 0.4442 -1.0704
H -3.7855 4.4760 0.6970
H -2.2356 3.8768 0.0665
H -2.7193 3.4996 1.7242
H -4.4954 2.5845 -0.4300
H -3.5030 -0.6803 -0.2341
H -4.8529 1.1514 -1.8706
H -5.9809 0.7994 -0.5261
H -5.3242 -0.5020 -1.5535
*
```

## Properties
ΔE to the lowest compared entry with this formula, charge and spin   1.128 eV
Max |F|   0.965 eV/Å
Orbital gap   7.02 eV
Molecular weight   762.8 g/mol
E_HOMO   -4.7 eV
E_tot   -99599.4794 eV
Lowest unoccupied orbital energy   2.3 eV


Entry 3:
A molecular structure, C20H29N2SY at a distorted geometry, computed with wB97M-V/def2-TZVPD.

The geometry in ORCA input format:
```
! RIJCOSX wB97M-V def2-TZVPD def2/J DEFGRID3
* xyz 2 1
C 1.8413 2.8119 -0.0210
H 2.0118 3.8320 0.3962
H 2.4450 2.7478 -0.9485
H 2.3142 2.1209 0.6772
C 0.3428 2.5316 -0.4104
H 0.1922 1.5498 -0.9665
H -0.4308 2.4319 0.3906
C 0.0094 3.6998 -1.3604
H -1.0690 3.8475 -1.5476
H 0.4624 4.6269 -0.9904
H 0.5167 3.5122 -2.3116
C -1.1332 -2.1712 -1.0173
C -1.5330 -1.0746 -1.8656
C -0.3350 -0.4116 -2.3070
C 0.7818 -1.0241 -1.6550
C 0.3031 -2.1403 -0.9050
C 1.2480 -3.0943 -0.2412
C 2.2222 -0.6744 -1.8264
C -0.1575 0.6398 -3.3408
C -2.9149 -0.6709 -2.2065
C -2.0066 -3.0370 -0.1873
Y -0.6210 -0.2464 0.1454
H 2.8260 -0.9182 -0.9429
H 2.6504 -1.2439 -2.6634
H 2.3970 0.3882 -2.0304
H 2.0811 -2.5580 0.2633
H 0.7563 -3.7390 0.5053
H 1.7178 -3.7578 -0.9974
H -3.0223 -3.0498 -0.6295
H -1.5940 -4.0650 -0.1792
H -2.0608 -2.7042 0.8788
H -2.9524 0.3502 -2.5946
H -3.3097 -1.3265 -2.9916
H -3.6019 -0.7486 -1.3540
H 0.5556 1.4168 -3.0372
H 0.2641 0.2056 -4.2603
H -1.0953 1.1333 -3.6018
N -0.4837 -1.9368 2.4542
C -0.6637 -0.7238 3.1561
N -0.5076 0.4398 2.5320
C -0.7772 1.5324 3.3896
C -0.5716 2.8932 3.1230
C -0.6877 3.7971 4.1891
C -1.0784 3.3826 5.4714
C -1.2963 2.0218 5.7172
C -1.1299 1.1089 4.6826
S -1.2037 -0.6690 4.7740
H 0.4526 -2.0296 2.0258
H -0.6459 -2.7113 3.0966
H -0.3071 3.2176 2.1150
H -0.4642 4.8454 4.0139
H -1.2116 4.1225 6.2671
H -1.5697 1.6658 6.7023
*
```

## Properties
Max |F|   4.020 eV/Å
Orbital gap   7.64 eV
Molecular weight   418.4 g/mol
E_HOMO   -14.8 eV
E_tot   -36055.5777 eV
Lowest unoccupied orbital energy   -7.2 eV


Repeat the second record exactly.
A molecular structure, C20H29N2O5P2PtS4, computed with wB97M-V/def2-TZVPD.

The geometry in ORCA input format:
```
! RIJCOSX wB97M-V def2-TZVPD def2/J DEFGRID3
* xyz -1 1
Pt -0.3007 -0.5678 -0.9265
C 2.9651 -1.3332 -0.9302
P 1.6779 -0.7442 0.2263
C 2.5284 0.6946 0.9531
C 1.8402 -2.0232 1.5397
C 2.5657 -1.7995 2.7085
C 2.7660 -2.8207 3.6249
C 2.2549 -4.0852 3.3739
C 1.5200 -4.3088 2.2204
C 1.2892 -3.2895 1.3004
P 0.1723 -3.4890 -0.1578
C 1.0129 -4.7995 -1.1280
C -1.1768 -4.4558 0.6079
H 3.8405 -1.6790 -0.3787
H 3.2324 -0.5109 -1.5945
H 2.5650 -2.1390 -1.5438
H 3.5428 0.4370 1.2623
H 1.9701 1.0856 1.8038
H 2.5860 1.4756 0.1961
H 2.9799 -0.8234 2.9188
H 3.3216 -2.6262 4.5338
H 2.4104 -4.8895 4.0824
H 1.0997 -5.2916 2.0415
H 1.1592 -5.7124 -0.5451
H 1.9829 -4.4471 -1.4807
H 0.3832 -5.0172 -1.9911
H -0.8209 -5.4013 1.0259
H -1.9188 -4.6482 -0.1614
H -1.6366 -3.8498 1.3868
O 1.3143 6.9482 0.5977
C 2.0690 6.3741 -0.3766
O 2.9905 6.9921 -0.8399
C 1.6844 5.0033 -0.8006
C 2.2614 4.4941 -1.9670
C 1.9500 3.2273 -2.4112
C 1.0473 2.4137 -1.7032
S 0.6932 0.8574 -2.4153
C 0.4761 2.9200 -0.5352
C 0.7948 4.1931 -0.0965
H 0.5741 6.3677 0.8101
H 2.9636 5.1125 -2.5101
H 2.4081 2.8434 -3.3144
H -0.2164 2.3039 0.0267
H 0.3413 4.5157 0.8372
O -2.0224 -3.6776 -2.2993
S -2.7189 -2.4695 -1.8828
O -2.4562 -2.1630 -0.4458
O -4.1309 -2.4492 -2.2173
S -1.8260 -0.7911 -2.7085
C -3.0856 3.6400 0.7096
N -3.7890 2.4536 0.2733
C -3.2890 1.1971 0.4042
S -1.8730 0.8758 1.2799
N -3.9763 0.2272 -0.1866
C -5.1003 0.4442 -1.0704
H -3.7855 4.4760 0.6970
H -2.2356 3.8768 0.0665
H -2.7193 3.4996 1.7242
H -4.4954 2.5845 -0.4300
H -3.5030 -0.6803 -0.2341
H -4.8529 1.1514 -1.8706
H -5.9809 0.7994 -0.5261
H -5.3242 -0.5020 -1.5535
*
```

## Properties
ΔE to the lowest compared entry with this formula, charge and spin   1.128 eV
Max |F|   0.965 eV/Å
Orbital gap   7.02 eV
Molecular weight   762.8 g/mol
E_HOMO   -4.7 eV
E_tot   -99599.4794 eV
Lowest unoccupied orbital energy   2.3 eV